[1]
Here is the ion CH5N2O2Si with charge -1 at a distorted geometry from the Open Molecules 2025 dataset. Energies are from ωB97M-V/def2-TZVPD.

Atoms and positions in Å:
C 2.5511 -0.2950 -0.0599
N 1.1739 -0.6209 -0.0499
N 0.5148 -1.8632 -0.0858
O -0.7929 -1.6070 0.0186
O 0.4069 0.3907 -0.1013
Si -1.5989 -0.1399 -0.1140
H 2.7955 0.6701 0.4525
H 3.2675 -1.2692 0.0001
H -1.8963 0.5325 -1.3165
H -2.9793 -0.7374 -0.2070
H -1.6342 0.8308 1.1636

Atomic forces in eV per Å
-0.0830 -3.2374 0.4255
1.1426 -1.8335 -0.4177
3.9168 2.5401 0.3587
-2.0079 -0.5050 -0.3164
-1.6398 1.3079 0.2536
0.8979 0.4242 2.3153
-0.4092 -1.2167 -0.7202
-1.8878 2.6193 0.1023
0.5129 1.2076 -1.5200
-0.1261 -0.4095 0.7330
-0.3164 -0.8971 -1.2141

The orbital gap is 6.8 eV. The total charge is -1. The calculation puts the relative energy (zero: lowest compared OMol25 entry of this formula, charge and spin) at 68.8 kJ/mol. For the HOMO energy, the calculation gives -2.68 eV.

[2]
Here is the ion CH5N2O4S2 with charge -1 at a distorted geometry from the Open Molecules 2025 dataset. Energies are from ωB97M-V/def2-TZVPD.

Atoms and positions in Å:
N 0.1672 0.7957 -1.3675
C -0.6930 0.0098 -0.5963
N -0.3689 0.2624 1.0449
S -2.5234 0.1464 -0.8479
O -3.0287 0.0257 0.5978
S -0.7771 -1.7434 -1.0929
O 0.0876 -1.7808 -2.3214
O 0.4567 -2.1286 0.0430
O -2.6808 -1.1550 -1.7180
H 0.9445 0.1667 -1.6376
H -0.3473 1.1933 -2.1555
H -1.3359 0.2062 1.3646
H 0.1459 -0.5814 1.3562
H 1.1977 -2.1885 -0.4949

Atomic forces in eV per Å
-0.0178 -0.1088 -0.2923
-0.3228 0.4377 4.2800
-0.3392 -0.9731 -3.5594
-1.8190 0.9330 0.7000
0.3265 -0.2822 -2.1144
2.7896 -2.1874 0.6243
-0.8486 0.0036 -0.0081
-1.5468 -0.4651 1.7502
-0.1348 2.1199 0.7004
-0.5932 0.7739 -0.5403
0.6035 -0.3838 -0.1115
0.0575 -0.1993 0.5132
-0.6640 0.5810 -0.3850
2.5092 -0.2495 -1.5571

The orbital gap is 7.8 eV. The total charge is -1. The SMILES is NC1(N)[S@]2(=O)=S1([O-])(O)O2. The calculation puts the relative energy (zero: lowest compared OMol25 entry of this formula, charge and spin) at 152.2 kJ/mol. For the HOMO energy, the calculation gives -4.17 eV.

[3]
Here is a cluster of 2 separate species, CH5N2P in total at a distorted geometry from the Open Molecules 2025 dataset. Energies are from ωB97M-V/def2-TZVPD.

Atoms and positions in Å:
C 1.7860 -0.5012 -0.1241
N -2.6833 0.5566 -0.1382
N -0.2013 0.4537 -0.1128
P -1.5257 -0.4562 0.1802
H 1.9223 -1.0394 0.8944
H 1.8615 -0.8875 -1.0692
H 2.5469 0.2968 -0.0100
H -3.6037 0.2454 0.0826
H -0.1027 1.3318 0.2970

Atomic forces in eV per Å
-1.3354 2.7092 4.7800
1.2164 0.0618 0.2739
4.1974 -2.9428 -0.8169
-1.0136 -0.1413 -0.3413
-1.0457 0.1785 -2.3109
-0.5093 -1.5365 -1.9087
-1.0754 0.2818 -0.3550
-0.7366 -0.4616 0.1508
0.3023 1.8510 0.5280

The orbital gap is 8.2 eV. The calculation puts the relative energy (zero: lowest compared OMol25 entry of this formula, charge and spin) at 296.7 kJ/mol. For the HOMO energy, the calculation gives -8.73 eV.

[4]
Here is the molecule CH5N2P at a distorted geometry from the Open Molecules 2025 dataset. Energies are from ωB97M-V/def2-TZVPD.

Atoms and positions in Å:
H -3.3411 -0.8892 0.1852
N -2.4142 -0.7250 0.0234
P -1.6323 0.5782 0.2684
N 0.1458 -0.0898 -0.3020
C 1.4578 0.4437 -0.1246
H 0.0550 -0.9918 0.0654
H 1.5838 1.6309 -0.1762
H 1.9785 0.2509 0.7916
H 2.1668 -0.2079 -0.7313

Atomic forces in eV per Å
-2.8516 -0.1764 0.4988
3.2469 0.6232 -0.2582
2.9957 -1.2970 -1.2322
-3.7715 2.5543 0.7054
1.9685 1.4255 -0.3076
0.0628 -1.8369 0.2654
-0.4587 -2.7018 -0.7925
-0.4538 -0.1575 1.5862
-0.7383 1.5665 -0.4653

The orbital gap is 8.6 eV. The SMILES is [H]/N=P/NC. The calculation puts the relative energy (zero: lowest compared OMol25 entry of this formula, charge and spin) at 134.0 kJ/mol. For the HOMO energy, the calculation gives -8.61 eV.

[5]
Here is a cluster of 2 separate species, CH5N2P in total at a distorted geometry from the Open Molecules 2025 dataset. Energies are from ωB97M-V/def2-TZVPD.

Atoms and positions in Å:
C -1.9678 -0.0989 -0.0885
N 2.0865 0.5263 0.0080
N -1.5389 -1.1100 0.5268
P 2.5865 -0.9137 -0.6368
H -1.4554 0.5901 -0.8358
H -3.0496 0.1240 0.1121
H 2.0335 1.4477 -0.5277
H 1.8791 0.8755 0.9819
H -0.5739 -1.4411 0.4599

Atomic forces in eV per Å
-0.5103 0.3465 -0.3882
-0.2695 2.8720 0.1624
-0.1029 -0.2237 0.4212
-0.3625 0.6819 0.5720
-0.2051 -0.9089 0.9253
0.9304 0.1020 -0.3695
0.2250 -1.9356 0.2270
0.3528 -1.6162 -0.9657
-0.0578 0.6819 -0.5843

The orbital gap (alpha / beta) is 6.9 / 6.9 eV. The calculation puts the relative energy (zero: lowest compared OMol25 entry of this formula, charge and spin) at 248.1 kJ/mol. For the HOMO energy (alpha / beta), the calculation gives -7.47 / -7.45 eV.

[6]
Here is the molecule CH5N2PS at a distorted geometry from the Open Molecules 2025 dataset. Energies are from ωB97M-V/def2-TZVPD.

Atoms and positions in Å:
N -0.6799 -1.3645 -0.1477
C -1.0801 -0.0480 -0.1756
S -2.6394 0.4829 -0.0678
N 0.0068 0.7547 -0.1261
P 1.6911 0.3433 -0.3497
H 0.1321 -1.7532 0.3108
H -1.3832 -1.9929 -0.4424
H -0.2985 1.6003 0.3237
H 2.0660 0.3082 1.0890
H 2.1850 1.6692 -0.4141

Atomic forces in eV per Å
-0.9045 0.1950 -0.7030
1.3959 -1.7707 0.9109
0.0527 -0.0661 -0.3668
0.1206 1.3009 0.2870
-0.1975 0.1793 1.4654
-0.0930 0.5115 -0.1948
-0.5254 -0.8359 0.0850
0.5372 0.6876 -0.2188
-0.1647 -0.1700 -1.0807
-0.2212 -0.0315 -0.1843

The orbital gap is 9.1 eV. The SMILES is NC(=S)NP. The calculation puts the relative energy (zero: lowest compared OMol25 entry of this formula, charge and spin) at 0.0 kJ/mol. For the HOMO energy, the calculation gives -8.41 eV.

[7]
Here is a cluster of 2 separate species, CH5N2PS in total at a distorted geometry from the Open Molecules 2025 dataset. Energies are from ωB97M-V/def2-TZVPD.

Atoms and positions in Å:
C 1.1380 1.1146 0.3828
N 1.9553 0.0400 -0.0148
N 1.6378 -1.0978 -0.1438
P -2.5992 -0.5783 0.0663
S 0.4668 -2.0760 -0.0699
H 1.0539 1.1127 1.4383
H 0.0397 1.0093 -0.0020
H 1.7107 2.0760 0.1599
H -1.8165 -0.4984 -1.1343
H -3.5866 -1.1021 -0.6826

Atomic forces in eV per Å
-1.7274 1.5498 -0.9943
2.4646 0.2659 -0.5003
1.0052 1.0901 -0.0349
1.6584 0.6895 0.3334
-2.2913 -2.0203 0.1396
-0.1014 -0.2116 1.3766
1.8872 0.4928 0.2443
-1.2921 -1.2207 -0.1917
-0.1119 0.2004 0.4049
-1.4914 -0.8359 -0.7774

The orbital gap (alpha / beta) is 7.0 / 7.9 eV. The calculation puts the relative energy (zero: lowest compared OMol25 entry of this formula, charge and spin) at 431.3 kJ/mol. For the HOMO energy (alpha / beta), the calculation gives -8.31 / -8.87 eV.

[8]
Here is a cluster of 2 separate species, CH5N2S in total at a distorted geometry from the Open Molecules 2025 dataset. Energies are from ωB97M-V/def2-TZVPD.

Atoms and positions in Å:
S -2.3013 0.4201 -1.7834
H -3.1822 0.8758 -0.8749
N 0.4730 0.7724 0.0672
C 0.7061 -0.4044 0.6746
N 1.8325 -0.8364 1.1185
H 1.2271 1.0725 -0.5325
H -0.4558 0.9793 -0.3172
H -0.1896 -1.0416 0.6727
H 1.8903 -1.8378 0.9750

Atomic forces in eV per Å
0.0097 0.0992 0.1569
-0.0104 -0.0148 -0.0554
0.4887 0.7434 0.2701
-0.8198 -1.1656 -0.5573
0.7800 0.7924 -1.1601
0.0944 0.3143 0.3729
-0.0239 -0.5827 -0.0967
-0.0767 0.0375 0.0617
-0.4420 -0.2237 1.0080

The orbital gap is 7.5 eV. The total charge is -1. The calculation puts the relative energy (zero: lowest compared OMol25 entry of this formula, charge and spin) at 46.7 kJ/mol. For the HOMO energy, the calculation gives -3.05 eV.

[9]
Here is the molecule CH5N3 at a distorted geometry from the Open Molecules 2025 dataset. Energies are from ωB97M-V/def2-TZVPD.

Atoms and positions in Å:
C 1.5090 -0.0267 0.1075
N 0.1246 -0.2722 -0.3041
N -0.7269 0.3731 0.3225
N -1.9293 0.0132 -0.0303
H 2.0716 -0.3038 -0.8195
H 1.9769 -0.5892 0.9327
H 1.7727 1.0447 0.2547
H -2.0922 -0.8410 -0.6052
H -2.7064 0.6018 0.1417

Atomic forces in eV per Å
1.3103 0.8173 -1.7300
0.8585 -0.6305 1.0770
0.9886 0.3559 -0.2642
-1.9295 -1.7080 -0.8973
-0.1178 0.0714 0.8584
-0.9205 -0.1278 -0.1560
-0.5939 -0.4693 0.1654
0.6227 1.1388 0.4698
-0.2183 0.5522 0.4769

The orbital gap is 10.5 eV. The SMILES is C/N=N/N. The calculation puts the relative energy (zero: lowest compared OMol25 entry of this formula, charge and spin) at 253.7 kJ/mol. For the HOMO energy, the calculation gives -9.14 eV.

[10]
Here is the molecule CH5N3 at a distorted geometry from the Open Molecules 2025 dataset. Energies are from ωB97M-V/def2-TZVPD.

Atoms and positions in Å:
C -0.5577 -0.4193 0.3412
N 0.8951 -0.5767 0.6109
N 1.7918 -0.6429 -0.5039
N 1.7089 0.5603 0.3017
H -0.7347 0.7054 0.4247
H -0.9433 -0.8801 -0.6156
H -0.9083 -1.0112 1.1996
H 1.3139 -0.2912 -1.3790
H 0.9725 1.2106 -0.0155

Atomic forces in eV per Å
0.5973 0.3889 0.2840
0.2506 -1.1135 -0.1712
-0.7506 1.1801 -1.9768
-0.2153 0.8839 1.7044
-0.6129 -1.5992 -0.1165
0.6624 0.6482 0.8903
-0.9097 0.6889 -0.4290
0.1014 -1.1666 0.7121
0.8768 0.0894 -0.8973

The orbital gap is 10.5 eV. The SMILES is Cn1[nH][nH]1. The calculation puts the relative energy (zero: lowest compared OMol25 entry of this formula, charge and spin) at 495.1 kJ/mol. For the HOMO energy, the calculation gives -9.52 eV.

no.,total energy (eV)
1,-16067.038
2,-33957.723
3,-13383.494
4,-13385.181
5,-13383.998
6,-24221.999
7,-24217.529
8,-14934.401
9,-5586.347
10,-5583.844